# 1
The following is a quantum chemistry calculation of C37H43FKN7O5S as an isolated structure, from OMol25.

Kohn-Sham gap	3.50	eV
maximum force	0.54	eV Å⁻¹
energy above the lowest of the compared OMol25 structures with the same formula, charge and spin	0.977	eV
HOMO energy	-5.5	eV
LUMO	-1.983	eV
E_tot	-89612.8831	eV

```
! RIJCOSX wB97M-V def2-TZVPD def2/J DEFGRID3
* xyz 0 1
K -0.244 -0.117 0.019
F 5.886 -3.875 2.316
C 4.595 -4.013 2.739
C 3.638 -3.133 2.331
C 2.315 -3.328 2.737
C 1.290 -2.380 2.222
O 1.654 -1.457 1.501
C -0.065 -2.704 2.604
C -0.288 -3.777 3.389
N 0.679 -4.598 3.930
C 0.285 -5.718 4.738
C 0.707 -5.754 6.181
C -0.726 -5.493 5.818
C 1.989 -4.414 3.562
C 2.999 -5.303 3.969
C 4.299 -5.102 3.559
N 5.311 -6.056 3.920
C 6.454 -5.512 4.629
C 7.238 -6.655 5.242
N 7.672 -7.572 4.127
C 6.499 -8.083 3.331
C 5.721 -6.893 2.805
C -1.316 -1.924 2.129
O -2.125 -2.602 1.486
O -1.330 -0.715 2.434
H 3.851 -2.297 1.678
H -1.305 -4.057 3.628
H 0.239 -6.664 4.208
H 1.282 -4.908 6.532
H 0.968 -6.712 6.610
H -1.099 -4.488 5.950
H -1.448 -6.280 5.982
H 2.781 -6.153 4.598
H 6.106 -4.850 5.420
H 7.123 -4.924 3.982
H 6.618 -7.249 5.911
H 8.133 -6.315 5.759
H 8.210 -8.353 4.500
H 8.289 -7.050 3.501
H 5.892 -8.675 4.014
H 6.887 -8.711 2.532
H 4.836 -7.254 2.285
H 6.334 -6.346 2.070
C -5.054 3.471 -1.785
C -4.185 3.444 -3.038
N -3.841 2.104 -3.479
C -4.715 1.483 -4.471
C -5.743 0.522 -3.882
C -2.777 1.402 -2.953
S -1.828 2.195 -1.772
N -2.703 0.160 -3.435
C -1.835 -0.807 -3.102
O -0.890 -0.808 -2.309
C -2.085 -2.096 -3.870
C -1.317 -3.215 -3.565
C -1.512 -4.412 -4.237
C -2.481 -4.504 -5.228
C -3.253 -3.393 -5.537
C -3.058 -2.198 -4.860
H -5.239 4.502 -1.475
H -4.540 2.954 -0.975
H -6.018 2.989 -1.957
H -3.262 3.988 -2.851
H -4.705 3.933 -3.865
H -4.097 0.951 -5.192
H -5.224 2.291 -5.002
H -5.232 -0.272 -3.339
H -6.341 0.071 -4.679
H -6.420 1.034 -3.197
H -0.570 -3.119 -2.788
H -0.911 -5.278 -3.987
H -2.635 -5.439 -5.755
H -4.013 -3.459 -6.307
H -3.655 -1.325 -5.080
C 4.463 1.007 -0.970
C 3.050 1.551 -0.972
O 2.102 0.896 -1.350
N 2.928 2.831 -0.510
C 1.626 3.430 -0.235
C 1.301 3.314 1.237
C 1.505 4.371 2.117
C 1.263 4.171 3.467
C 0.821 2.930 3.893
C 0.630 1.934 2.943
N 0.872 2.124 1.650
H 4.531 0.216 -1.711
H 4.667 0.582 0.015
H 5.207 1.777 -1.179
H 3.742 3.267 -0.112
H 0.889 2.889 -0.828
H 1.630 4.473 -0.551
H 1.836 5.332 1.741
H 1.407 4.978 4.175
H 0.605 2.733 4.934
H 0.235 0.956 3.206
*
```

---

# 2
The following is a quantum chemistry calculation of one molecule with the formula C15H23N3O4S, from OMol25.

Kohn-Sham gap	9.08	eV
maximum force	0.76	eV Å⁻¹
energy above the lowest of the compared OMol25 structures with the same formula, charge and spin	2.180	eV
HOMO energy	-8.5	eV
SMILES string	CCN1CCC[C@@H]1CNC(=O)c1cc(S(N)(=O)=O)ccc1OC
LUMO	0.548	eV
E_tot	-39423.7854	eV

```
! RIJCOSX wB97M-V def2-TZVPD def2/J DEFGRID3
* xyz 0 1
C 2.198 -1.591 1.343
H 2.857 -1.731 2.196
H 2.342 -2.417 0.652
H 1.172 -1.605 1.700
C 2.488 -0.266 0.642
N 2.238 0.850 1.535
C 3.319 1.137 2.471
C 3.967 2.433 1.980
H 4.654 2.221 1.159
H 4.510 2.957 2.764
C 2.754 3.204 1.471
H 2.244 3.687 2.306
H 3.008 3.963 0.735
C 1.861 2.105 0.877
C 0.364 2.370 1.112
N -0.416 1.231 0.700
C -1.052 1.181 -0.485
O -1.166 2.149 -1.216
C -1.629 -0.149 -0.887
C -1.944 -0.268 -2.236
C -2.490 -1.427 -2.739
C -2.747 -2.500 -1.912
C -2.444 -2.407 -0.566
C -1.882 -1.245 -0.036
O -1.568 -1.120 1.280
C -1.894 -2.160 2.177
H -1.591 -1.799 3.159
H -2.968 -2.363 2.183
H -1.346 -3.078 1.945
H -2.646 -3.253 0.071
H -3.173 -3.396 -2.334
S -2.898 -1.530 -4.468
O -3.284 -2.874 -4.787
O -1.875 -0.893 -5.244
N -4.287 -0.582 -4.518
H -4.118 0.314 -4.946
H -5.052 -1.065 -4.959
H -1.747 0.569 -2.886
H -0.263 0.385 1.224
H 0.186 2.547 2.176
H 0.036 3.233 0.530
H 2.025 2.030 -0.206
H 2.888 1.291 3.467
H 4.023 0.307 2.525
H 1.822 -0.175 -0.220
H 3.525 -0.270 0.266
*
```

---

# 3
The following is a quantum chemistry calculation of one molecule with the formula C16H29N3O2S, from OMol25.

Kohn-Sham gap	8.45	eV
maximum force	1.01	eV Å⁻¹
energy above the lowest of the compared OMol25 structures with the same formula, charge and spin	0.000	eV
HOMO energy	-7.8	eV
SMILES string	C=CCn1c([C@H](CCCC)C[C@H](O)COCCC)n[nH]c1=S
LUMO	0.695	eV
E_tot	-36462.9391	eV

```
! RIJCOSX wB97M-V def2-TZVPD def2/J DEFGRID3
* xyz 0 1
C 3.536 -0.979 -1.468
C 2.576 -1.817 -1.129
C 1.666 -1.676 0.056
N 1.777 -0.406 0.722
C 1.175 0.789 0.429
N 1.544 1.712 1.262
N 2.414 1.114 2.111
C 2.587 -0.198 1.814
S 3.520 -1.296 2.598
H 2.853 1.624 2.859
C 0.176 1.004 -0.656
C -1.236 1.021 -0.046
H -1.285 1.798 0.717
C -1.626 -0.325 0.581
C -3.059 -0.267 1.126
O -3.916 -0.112 0.014
C -5.267 0.139 0.332
C -6.012 -1.057 0.933
C -5.970 -2.269 0.011
H -6.441 -2.038 -0.942
H -4.940 -2.564 -0.180
H -6.492 -3.109 0.462
H -5.577 -1.313 1.901
H -7.046 -0.752 1.105
H -5.333 0.998 1.016
H -5.724 0.414 -0.623
H -3.278 -1.200 1.662
H -3.171 0.575 1.823
O -1.519 -1.377 -0.350
H -2.274 -1.290 -0.947
H -0.944 -0.572 1.403
H -1.960 1.252 -0.828
H 0.239 0.177 -1.367
C 0.446 2.335 -1.370
C 1.772 2.375 -2.130
C 1.860 1.431 -3.330
C 0.844 1.748 -4.422
H 0.917 2.791 -4.720
H -0.171 1.556 -4.084
H 1.029 1.128 -5.296
H 2.864 1.516 -3.750
H 1.736 0.397 -3.004
H 1.929 3.398 -2.481
H 2.582 2.142 -1.435
H 0.456 3.122 -0.614
H -0.375 2.538 -2.058
H 1.941 -2.438 0.797
H 0.627 -1.843 -0.240
H 2.395 -2.715 -1.704
H 4.163 -1.155 -2.324
H 3.748 -0.086 -0.905
*
```

---

# 4
The following is a quantum chemistry calculation of C48H45AsF9O10 as an isolated structure, from OMol25.

Kohn-Sham gap	7.69	eV
maximum force	2.45	eV Å⁻¹
energy above the lowest of the compared OMol25 structures with the same formula, charge and spin	0.000	eV
HOMO energy	-5.5	eV
LUMO	2.167	eV
E_tot	-156282.4271	eV

```
! RIJCOSX wB97M-V def2-TZVPD def2/J DEFGRID3
* xyz -1 1
As 0.396 0.394 0.946
F 1.357 1.116 2.181
F -0.864 0.222 2.136
F -0.576 -0.334 -0.238
F 1.613 0.647 -0.276
F 1.041 -1.133 1.420
F -0.313 1.933 0.477
F 7.336 2.453 -1.844
C 6.491 2.343 -0.781
C 5.144 2.490 -1.047
C 4.242 2.232 -0.030
C 4.724 1.987 1.253
C 6.079 1.877 1.511
C 6.979 2.057 0.477
H 4.854 2.605 -2.085
H 3.175 2.264 -0.171
H 3.993 1.668 1.992
H 6.432 1.650 2.506
H 8.040 1.940 0.658
F 0.005 -4.492 -0.744
C 0.577 -5.054 0.294
C 0.249 -6.361 0.625
C 0.856 -6.940 1.726
C 1.677 -6.173 2.554
C 1.901 -4.834 2.264
C 1.348 -4.262 1.111
H -0.373 -6.810 -0.147
H 0.546 -7.926 2.057
H 2.056 -6.543 3.502
H 2.482 -4.163 2.886
H 1.565 -3.235 0.844
F -0.651 6.411 0.171
C 0.576 6.026 0.525
C 0.756 4.860 1.231
C 2.022 4.454 1.583
C 3.129 5.258 1.317
C 2.926 6.400 0.538
C 1.657 6.806 0.138
H -0.139 4.331 1.543
H 2.170 3.547 2.158
H 4.115 4.868 1.529
H 3.729 7.117 0.394
H 1.470 7.770 -0.316
C 2.579 -2.267 -3.853
C 1.479 -2.572 -3.084
C 0.256 -2.914 -3.678
C 0.152 -2.823 -5.052
C 1.259 -2.531 -5.819
C 2.479 -2.236 -5.248
O 3.598 -2.130 -6.015
O -0.843 -3.186 -2.997
H 3.505 -2.012 -3.348
H 1.558 -2.681 -2.005
H -0.819 -2.953 -5.514
H 1.206 -2.521 -6.906
H 4.388 -2.029 -5.485
H -0.711 -3.642 -2.153
C -5.865 3.602 -0.474
C -5.097 2.520 -0.055
C -3.725 2.681 0.123
C -3.159 3.950 -0.035
C -3.917 5.066 -0.380
C -5.256 4.841 -0.659
O -6.030 5.949 -1.082
O -2.952 1.557 0.238
H -6.926 3.490 -0.666
H -5.511 1.521 0.039
H -2.074 4.018 -0.049
H -3.514 6.048 -0.569
H -6.759 5.619 -1.615
H -1.997 1.778 0.368
C -4.515 0.162 2.784
C -4.723 0.767 4.020
C -5.945 0.719 4.664
C -7.005 0.081 4.051
C -6.818 -0.547 2.815
C -5.584 -0.488 2.185
O -5.372 -1.059 0.961
O -6.154 1.299 5.888
H -3.540 0.197 2.322
H -3.891 1.300 4.479
H -7.966 -0.061 4.532
H -7.630 -1.119 2.382
H -6.004 -1.756 0.771
H -5.351 1.789 6.107
C 4.956 0.666 -3.641
C 3.750 0.756 -2.950
C 2.644 1.343 -3.547
C 2.743 1.801 -4.850
C 3.880 1.529 -5.607
C 4.993 0.966 -4.998
O 6.107 0.724 -5.801
O 1.517 1.492 -2.842
H 5.724 0.011 -3.230
H 3.676 0.195 -2.025
H 1.878 2.285 -5.288
H 3.889 1.849 -6.639
H 6.918 0.783 -5.286
H 1.611 1.224 -1.891
C -3.108 -5.599 2.295
C -3.042 -4.439 1.528
C -2.476 -3.296 2.056
C -2.001 -3.309 3.380
C -2.030 -4.487 4.096
C -2.588 -5.642 3.579
O -2.685 -6.772 4.352
O -2.461 -2.134 1.332
H -3.566 -6.483 1.856
H -3.355 -4.530 0.496
H -1.455 -2.440 3.734
H -1.612 -4.586 5.097
H -3.387 -7.315 3.984
H -2.114 -1.482 1.960
*
```

---

# 5
The following is a quantum chemistry calculation of C12H34N4O6SSi2 as an isolated structure, from OMol25.

Kohn-Sham gap	9.48	eV
maximum force	1.13	eV Å⁻¹
HOMO energy	-9.0	eV
LUMO	0.498	eV
E_tot	-57836.9206	eV

```
! RIJCOSX wB97M-V def2-TZVPD def2/J DEFGRID3
* xyz 0 1
O 1.499 2.686 8.363
Si 1.514 3.909 7.281
O 0.250 4.940 7.481
Si -1.324 4.435 7.553
S -1.697 2.518 6.730
H 1.271 3.000 9.255
H 1.547 3.371 5.921
H 2.723 4.716 7.536
H -2.116 5.431 6.813
H -1.722 4.425 8.970
H -1.035 2.581 5.573
C 1.294 1.191 1.975
C 0.200 1.030 2.999
O 0.025 1.857 3.891
N -0.576 -0.063 2.899
C -0.530 -1.128 1.896
H 1.826 2.113 2.188
H 1.990 0.354 2.023
H 0.877 1.234 0.970
H -1.274 -0.123 3.622
H -1.485 -1.192 1.382
H -0.336 -2.083 2.389
H 0.251 -0.943 1.167
C 3.122 -1.015 -2.730
C 2.649 -0.238 -1.526
O 1.700 -0.602 -0.850
N 3.326 0.896 -1.218
C 4.464 1.479 -1.909
H 2.487 -1.886 -2.847
H 3.057 -0.407 -3.633
H 4.152 -1.347 -2.593
H 2.970 1.371 -0.404
H 5.324 1.549 -1.241
H 4.224 2.482 -2.264
H 4.737 0.872 -2.762
C -5.110 -2.408 0.956
C -4.230 -1.868 -0.149
O -3.017 -1.814 -0.041
N -4.843 -1.436 -1.280
C -6.263 -1.421 -1.585
H -4.473 -2.707 1.780
H -5.807 -1.647 1.305
H -5.676 -3.274 0.614
H -4.203 -1.087 -1.973
H -6.473 -2.025 -2.469
H -6.604 -0.403 -1.777
H -6.831 -1.821 -0.755
C 2.909 -2.711 -6.400
C 2.271 -1.342 -6.449
O 2.915 -0.321 -6.276
N 0.937 -1.281 -6.690
C 0.012 -2.378 -6.916
H 3.966 -2.583 -6.199
H 2.469 -3.318 -5.609
H 2.791 -3.230 -7.351
H 0.575 -0.342 -6.707
H -0.457 -2.289 -7.897
H -0.774 -2.378 -6.159
H 0.532 -3.326 -6.869
*
```

---

# 6
The following is a quantum chemistry calculation of C14H27LuN2S as an isolated structure, from OMol25.

Kohn-Sham gap	6.25	eV
maximum force	2.64	eV Å⁻¹
HOMO energy	-14.1	eV
LUMO	-7.811	eV
E_tot	-62375.8348	eV

```
! RIJCOSX wB97M-V def2-TZVPD def2/J DEFGRID3
* xyz 2 1
C 1.470 -1.790 0.307
H 1.426 -2.111 1.353
H 1.171 -2.592 -0.384
H -0.185 -1.145 2.208
C 2.781 -1.105 -0.059
H 2.615 -0.238 -0.755
H 3.218 -0.667 0.854
C 3.861 -1.996 -0.715
H 4.754 -1.416 -0.948
H 4.157 -2.806 -0.041
H 3.510 -2.438 -1.654
C -1.330 1.671 -0.935
C -0.212 1.539 -1.832
C -0.184 0.168 -2.299
C -1.263 -0.531 -1.660
C -1.965 0.394 -0.821
C -3.215 0.110 -0.058
C -1.608 -1.975 -1.807
C 0.822 -0.456 -3.210
C 0.778 2.615 -2.114
C -1.779 2.907 -0.239
Lu 0.321 0.183 0.005
H -2.212 -2.325 -0.956
H -2.204 -2.154 -2.721
H -0.710 -2.609 -1.875
H -3.301 -0.963 0.151
H -3.227 0.643 0.903
H -4.124 0.410 -0.613
H -0.929 3.557 0.004
H -2.481 3.507 -0.842
H -2.296 2.665 0.698
H 1.730 2.201 -2.467
H 0.409 3.311 -2.883
H 0.994 3.210 -1.215
H 1.056 -1.489 -2.913
H 0.447 -0.503 -4.245
H 1.766 0.106 -3.227
N -1.472 0.839 4.927
C -0.511 0.267 4.185
N 0.544 -0.261 4.829
S -0.805 0.114 2.454
H -1.426 0.829 5.943
H -2.299 1.223 4.479
H 1.324 -0.682 4.334
H 0.583 -0.215 5.853
*
```

---

Repeat the sixth record exactly.
The following is a quantum chemistry calculation of C14H27LuN2S as an isolated structure, from OMol25.

Kohn-Sham gap	6.25	eV
maximum force	2.64	eV Å⁻¹
HOMO energy	-14.1	eV
LUMO	-7.811	eV
E_tot	-62375.8348	eV

```
! RIJCOSX wB97M-V def2-TZVPD def2/J DEFGRID3
* xyz 2 1
C 1.470 -1.790 0.307
H 1.426 -2.111 1.353
H 1.171 -2.592 -0.384
H -0.185 -1.145 2.208
C 2.781 -1.105 -0.059
H 2.615 -0.238 -0.755
H 3.218 -0.667 0.854
C 3.861 -1.996 -0.715
H 4.754 -1.416 -0.948
H 4.157 -2.806 -0.041
H 3.510 -2.438 -1.654
C -1.330 1.671 -0.935
C -0.212 1.539 -1.832
C -0.184 0.168 -2.299
C -1.263 -0.531 -1.660
C -1.965 0.394 -0.821
C -3.215 0.110 -0.058
C -1.608 -1.975 -1.807
C 0.822 -0.456 -3.210
C 0.778 2.615 -2.114
C -1.779 2.907 -0.239
Lu 0.321 0.183 0.005
H -2.212 -2.325 -0.956
H -2.204 -2.154 -2.721
H -0.710 -2.609 -1.875
H -3.301 -0.963 0.151
H -3.227 0.643 0.903
H -4.124 0.410 -0.613
H -0.929 3.557 0.004
H -2.481 3.507 -0.842
H -2.296 2.665 0.698
H 1.730 2.201 -2.467
H 0.409 3.311 -2.883
H 0.994 3.210 -1.215
H 1.056 -1.489 -2.913
H 0.447 -0.503 -4.245
H 1.766 0.106 -3.227
N -1.472 0.839 4.927
C -0.511 0.267 4.185
N 0.544 -0.261 4.829
S -0.805 0.114 2.454
H -1.426 0.829 5.943
H -2.299 1.223 4.479
H 1.324 -0.682 4.334
H 0.583 -0.215 5.853
*
```

---

Q: Which of these has the lowest E_tot?
A: C48H45AsF9O10